No. 1
C18H20MoN4O7 as an isolated structure at a distorted geometry. Source: the Open Molecules 2025 dataset; level of theory: ωB97M-V/def2-TZVPD.

Geometry as XYZ:
```
50
Properties=species:S:1:pos:R:3
Mo 0.7534 0.5756 -1.5853
O -1.2660 1.3970 -2.4471
C -1.6411 2.7750 -2.2455
C -1.2282 3.0767 -0.8357
N 0.2332 2.8336 -0.6425
C 0.5673 2.8342 0.7917
C 0.8662 1.4435 1.2893
O 0.9327 1.0471 2.3866
O 1.1804 0.5869 0.1948
C 1.0477 3.7822 -1.4238
C 1.3034 3.2711 -2.8232
O 1.5426 3.8570 -3.8054
O 1.2791 1.8498 -2.7988
H -1.6810 1.0305 -3.2412
H -2.7213 2.8814 -2.3434
H -1.1675 3.4121 -2.9944
H -1.7609 2.4126 -0.1529
H -1.4748 4.1094 -0.5753
H -0.2444 3.2382 1.3960
H 1.4542 3.4395 0.9851
H 2.0265 3.8957 -0.9544
H 0.5817 4.7671 -1.4853
C -1.4781 -2.0908 4.7621
C -1.1935 -2.1070 3.2884
C -2.0840 -1.5136 2.3923
C -1.8624 -1.5148 1.0292
C -2.9556 -0.9991 0.1257
C -0.6904 -2.1484 0.5617
C 0.2135 -2.7900 1.4307
C 1.4529 -3.5038 0.9600
C -0.0636 -2.7412 2.7879
C -0.3104 -2.1519 -0.8339
O 0.1898 -2.8896 -1.5768
O -0.4959 -0.6763 -1.4847
H -1.8424 -1.1141 5.0791
H -0.5943 -2.3425 5.3439
H -2.2549 -2.8202 4.9997
H -2.9934 -1.0645 2.7744
H -3.6268 -0.3499 0.6854
H -3.5546 -1.8339 -0.2448
H -2.5998 -0.4544 -0.7459
H 2.0806 -2.8650 0.3335
H 1.2043 -4.3880 0.3731
H 2.0479 -3.8156 1.8141
H 0.6231 -3.2191 3.4752
N 5.9858 -2.9085 -3.7137
C 5.0391 -2.4770 -3.2271
N 3.9488 -1.9807 -2.6672
C 3.0888 -1.2392 -2.3860
N 2.1425 -0.5171 -2.0255
```

- Total charge: +2
- LUMO level: -0.3482 Ha
- DFT total energy: -41121.61453 eV
- ΔE to the lowest compared entry with this formula, charge and spin: 141.65 kJ/mol
- HOMO: -0.545 hartree
- Orbital gap: 5.36 eV

***

No. 2
C18H20N2O2RuS as an isolated structure at a distorted geometry. Source: the Open Molecules 2025 dataset; level of theory: ωB97M-V/def2-TZVPD.

Geometry as XYZ:
```
44
Properties=species:S:1:pos:R:3
Ru -0.4146 0.0569 0.0720
O -0.8400 0.1074 2.0053
C -1.0480 1.1559 2.7592
C -1.0557 0.9711 4.1592
C -1.3456 2.0086 5.0010
C -1.6465 3.2920 4.4995
C -1.6170 3.5044 3.1543
C -1.2911 2.4620 2.2496
C -1.2538 2.7803 0.8660
N -0.8551 1.9946 -0.0839
C -0.9959 2.4211 -1.4914
C -0.0477 1.5922 -2.3523
N -0.1155 0.1923 -1.9010
C 0.0777 -0.7778 -2.7301
C 0.0011 -2.1687 -2.4163
C 0.1579 -3.0852 -3.4845
C 0.0226 -4.4293 -3.2961
C -0.2916 -4.9132 -2.0121
C -0.4355 -4.0594 -0.9512
C -0.2761 -2.6678 -1.1142
O -0.3720 -1.9144 -0.0440
H -0.8429 -0.0213 4.5329
H -1.3482 1.8379 6.0700
H -1.8999 4.0977 5.1741
H -1.8386 4.4883 2.7566
H -1.5779 3.7841 0.5874
H -0.7899 3.4863 -1.6010
H -2.0222 2.2325 -1.8118
H 0.9743 1.9552 -2.2222
H -0.3133 1.6793 -3.4063
H 0.2928 -0.5228 -3.7691
H 0.3736 -2.6977 -4.4740
H 0.1508 -5.1132 -4.1231
H -0.4246 -5.9764 -1.8571
H -0.6723 -4.4224 0.0402
C 2.3432 -1.6477 0.5544
S 1.8384 0.0408 0.9141
C 2.8677 0.9156 -0.2712
H 3.3839 -1.7647 0.8542
H 2.2217 -1.8652 -0.5039
H 1.7086 -2.3019 1.1447
H 2.6949 0.5395 -1.2774
H 3.9115 0.7818 0.0078
H 2.6110 1.9713 -0.2081
```

- Total charge: +1
- <S²>: 0.779
- LUMO level (spin up / spin down): -0.1558 / -0.1664 Ha
- DFT total energy: -39477.66112 eV
- ΔE to the lowest compared entry with this formula, charge and spin: 0.00 kJ/mol
- Spin multiplicity: 2
- HOMO (spin up / spin down): -0.399 / -0.404 hartree
- Orbital gap (spin up / spin down): 6.62 / 6.46 eV

***

No. 3
One molecule with the formula C18H20N2O5 at a distorted geometry. Source: the Open Molecules 2025 dataset; level of theory: ωB97M-V/def2-TZVPD.

Geometry as XYZ:
```
45
Properties=species:S:1:pos:R:3
O -2.5245 -0.9089 -2.3572
C -2.0482 -0.6130 -1.2699
C -0.6764 -0.0680 -1.2411
C 0.1511 0.0328 -2.3316
C 1.3338 0.6592 -1.8885
C 1.1525 0.9054 -0.5581
C 2.0490 1.5421 0.4575
O 3.4143 1.3032 0.1965
C 3.9010 0.0512 0.2489
C 3.1677 -1.0753 0.6262
C 3.7635 -2.3201 0.6967
C 5.1098 -2.4845 0.4082
C 5.8553 -1.3856 0.0381
C 5.2640 -0.1306 -0.0539
N 6.0923 0.9670 -0.4817
O 5.5672 1.9320 -0.9879
O 7.2904 0.8398 -0.3251
O -0.0570 0.4657 -0.1551
N -2.7455 -0.7951 -0.1230
C -2.3203 -0.4537 1.2124
C -2.6861 0.9805 1.6048
C -4.1727 1.2904 1.4252
C -4.6010 1.3215 -0.0459
C -5.0610 -0.0251 -0.6106
C -4.1309 -1.1983 -0.2635
H -0.0811 -0.3051 -3.3197
H 2.2011 0.9026 -2.4668
H 1.7658 1.2079 1.4653
H 1.9620 2.6337 0.4157
H 2.1207 -0.9846 0.8634
H 3.1660 -3.1720 0.9839
H 5.5677 -3.4584 0.4679
H 6.9056 -1.4700 -0.1965
H -1.2441 -0.5990 1.3068
H -2.8104 -1.1502 1.9007
H -2.1014 1.6769 1.0005
H -2.4056 1.1280 2.6499
H -4.3627 2.2712 1.8669
H -4.7750 0.5641 1.9743
H -3.7695 1.6963 -0.6470
H -5.4258 2.0268 -0.1667
H -5.1201 0.0697 -1.6952
H -6.0596 -0.2610 -0.2383
H -4.4378 -1.6653 0.6739
H -4.1842 -1.9441 -1.0603
```

- LUMO level: -0.0100 Ha
- DFT total energy: -32204.94940 eV
- ΔE to the lowest compared entry with this formula, charge and spin: 453.92 kJ/mol
- SMILES string: O=C(c1ccc(COc2ccccc2[N+](=O)[O-])o1)N1CCCCCC1
- HOMO: -0.329 hartree
- Orbital gap: 8.68 eV